19
Properties=species:S:1:pos:R:3:lowdin_charge:R:1 method="wB97M-V/def2-TZVPD" mol_weight_da=120.2 e_above_lowest_kcal_mol=51.3 total_energy_ha=-667.21311 spin_multiplicity=1 smiles=C[C@H](S)CN(C)N orbital_gap_ha=0.3597
C -1.7779 1.4496 -0.9725 -0.11
C 2.1722 0.1220 0.8345 -0.12
C -0.2565 0.1100 0.6603 -0.20
C -1.4320 0.0410 -0.3452 -0.75
N 1.0705 -1.1998 -0.7489 -0.03
N 1.0666 0.0074 -0.1078 -0.27
S -2.8330 -0.7695 0.3885 0.73
H -2.1873 2.1374 -0.2281 0.06
H -0.8793 1.8085 -1.3509 0.03
H -2.5588 1.4135 -1.8110 0.10
H 3.1238 0.1740 0.3971 0.05
H 2.1508 1.0711 1.3913 0.08
H 2.3207 -0.5983 1.6542 0.08
H -0.1955 -0.9041 0.9992 0.08
H -0.3174 0.9174 1.3252 0.10
H -1.0283 -0.6630 -1.0284 0.05
H 1.0704 -2.0227 -0.1840 0.08
H 1.4548 -1.3372 -1.7103 0.12
H -2.9812 0.2612 1.3037 -0.10

***

19
Properties=species:S:1:pos:R:3:lowdin_charge:R:1 method="wB97M-V/def2-TZVPD" mol_weight_da=120.2 e_above_lowest_kcal_mol=38.9 total_energy_ha=-667.23293 spin_multiplicity=1 smiles=CN[C@H](CN)CS orbital_gap_ha=0.3455
C -0.0104 -1.8867 -1.1547 -0.17
N 0.6838 -1.3933 -0.0285 -0.16
C 0.3700 -0.0154 0.3851 -0.42
C 1.1018 0.9544 -0.6293 -0.48
S 1.2923 2.6286 0.1211 0.67
C -1.2118 0.1073 0.5252 -0.28
N -1.3712 1.3499 1.2668 -0.02
H -1.1149 -1.8562 -0.8430 0.07
H 0.2030 -1.2615 -2.0613 0.10
H 0.0609 -2.9765 -1.3834 0.09
H 0.3518 -1.8900 0.8657 0.13
H 0.7091 -0.0380 1.4325 0.13
H 2.0451 0.5456 -0.9018 0.06
H 0.5357 1.1016 -1.5590 0.06
H 2.6449 2.6824 0.0142 -0.15
H -1.5172 -0.9343 0.9834 0.13
H -1.6981 0.0670 -0.4920 0.11
H -0.7279 1.2956 2.0905 0.09
H -2.3470 1.5194 1.3686 0.06

***

19
Properties=species:S:1:pos:R:3:lowdin_charge:R:1 method="wB97M-V/def2-TZVPD" mol_weight_da=120.2 e_above_lowest_kcal_mol=26.4 total_energy_ha=-667.25273 spin_multiplicity=1 smiles=NCCNCCS orbital_gap_ha=0.3327
C -0.8787 -0.5726 -1.3515 -0.23
N 0.4628 -0.0044 -1.2207 -0.11
C 1.2321 0.7518 -0.2141 -0.28
C 1.8963 -0.2694 0.7261 -0.53
S 0.7159 -0.9816 1.9700 0.67
C -1.8905 0.3054 -0.6242 -0.27
N -2.1246 1.5886 -1.2792 -0.01
H -0.8251 -1.6142 -1.0077 0.09
H -1.0269 -0.7061 -2.4309 0.11
H 0.2444 0.2331 2.2864 -0.15
H 2.0620 1.1984 -0.7764 0.11
H 0.6116 1.5128 0.2513 0.10
H 2.7778 -0.0037 1.3193 0.05
H 2.3007 -1.0362 0.0611 0.07
H -2.8547 -0.1574 -0.4258 0.11
H -1.4187 0.5276 0.3429 0.07
H -2.9968 1.6144 -1.7720 0.05
H 1.1325 -0.4505 -1.8222 0.09
H -1.3862 1.9163 -1.8945 0.06